Entry 1:
Entry from the OMol25 dataset: CH2N3O2P in the gas phase at a distorted geometry (ωB97M-V/def2-TZVPD).

Calculated values
multiplicity = 1
LUMO energy = -1.119 eV
SMILES = N#CP(N)[N+](=O)[O-]

XYZ file:
```
9
Properties=species:S:1:pos:R:3:nbo_charge:R:1
N 3.8682 -0.4786 -1.4173 -0.38
C 2.8185 -0.1404 -1.1313 -0.05
P 0.7480 0.6082 -1.3592 1.16
N -0.2590 0.4015 -0.1195 -1.17
N 0.6404 -0.9309 -2.2328 0.28
O -0.0822 -1.7533 -1.7040 -0.38
O 1.4073 -1.0454 -3.1598 -0.32
H -0.6797 1.3360 0.1570 0.43
H -0.7752 -0.3819 0.2006 0.44
```

Entry 2:
Entry from the OMol25 dataset: a molecular structure, C6H13NO2 at a distorted geometry (ωB97M-V/def2-TZVPD).

Calculated values
multiplicity = 1
LUMO energy = 0.778 eV

XYZ file:
```
22
Properties=species:S:1:pos:R:3:nbo_charge:R:1
C 0.9078 -0.3284 0.2793 0.29
C 1.8620 -1.1563 -0.5462 -0.65
C 1.4177 -0.0323 1.6710 -0.63
C -2.8944 0.0873 0.0161 -0.67
C -0.4954 -0.6633 0.1717 0.23
N 0.9791 1.9313 -1.5552 -0.52
C -1.4688 0.2442 0.4474 -0.21
O 0.6246 1.3685 -0.3449 -0.50
O -0.7701 -1.8596 -0.4488 -0.69
H -1.6570 -1.8227 -0.8246 0.48
H 1.4186 2.8311 -1.3664 0.33
H 0.1537 2.1403 -2.1148 0.32
H -1.2387 1.0815 1.0825 0.22
H 1.5036 -1.2286 -1.5699 0.24
H 1.9360 -2.1669 -0.1386 0.23
H 2.8555 -0.7095 -0.5155 0.22
H 0.7032 0.5397 2.2569 0.23
H 1.6439 -0.9643 2.1928 0.22
H 2.3324 0.5557 1.5961 0.22
H -3.3952 -0.7023 0.5861 0.22
H -3.4445 1.0126 0.1729 0.23
H -2.9740 -0.1580 -1.0477 0.20
```

Entry 3:
Entry from the OMol25 dataset: C5H5N3 in the gas phase at a distorted geometry (ωB97M-V/def2-TZVPD).

Calculated values
multiplicity = 1
LUMO energy (spin up / spin down) = -1.004 / -1.004 eV

XYZ file:
```
13
Properties=species:S:1:pos:R:3:nbo_charge:R:1
C 2.6995 0.1526 0.0146 -0.04
C 0.9680 1.8851 -0.0404 0.40
C -0.3742 1.6074 0.1164 -0.38
C -0.8197 0.3152 0.1968 -0.15
C -0.2360 -1.0619 -0.0346 -0.36
N 2.0284 1.3126 -0.0117 -0.23
N 2.1818 -1.0472 0.0570 -0.16
N 1.0837 -1.6285 0.1087 -0.22
H 3.7738 0.2184 0.0197 0.19
H -1.0934 2.4078 0.1863 0.24
H -1.8959 0.2343 0.3320 0.21
H -0.8760 -1.7552 0.5253 0.23
H -0.4772 -1.2504 -1.0955 0.27
```

Entry 4:
Entry from the OMol25 dataset: a molecular structure, C3H4O3 at a distorted geometry (ωB97M-V/def2-TZVPD).

Calculated values
multiplicity = 3
LUMO energy (spin up / spin down) = 0.817 / -3.331 eV
<S²> = 2.008

XYZ file:
```
10
Properties=species:S:1:pos:R:3:nbo_charge:R:1
C -0.6570 1.0795 0.1313 0.36
C 0.2429 -0.6165 0.8454 -0.07
C -0.2996 -0.2482 -0.5904 0.06
O -1.1514 2.1117 -0.1870 -0.24
O -0.1823 0.7061 1.3162 -0.47
O 0.6611 -0.2670 -1.5517 -0.69
H -0.2679 -1.4948 1.4548 0.19
H 1.2512 -0.6191 0.9551 0.18
H -1.0777 -1.0064 -0.9308 0.19
H 1.4807 0.3547 -1.4429 0.48
```

Entry 5:
Entry from the OMol25 dataset: 3 unconnected molecules or ions with the total composition CH10N2O2 at a distorted geometry (ωB97M-V/def2-TZVPD).

Calculated values
multiplicity = 1
LUMO energy = 0.819 eV
SMILES = NCN.O.O

XYZ file:
```
15
Properties=species:S:1:pos:R:3:nbo_charge:R:1
N 1.0414 -0.4788 -2.4384 -0.86
C 0.2334 0.4779 -1.6431 -0.07
N -0.0933 -0.0200 -0.3270 -0.85
H 0.5159 -0.8651 -3.2127 0.36
H 1.8101 0.0228 -2.8651 0.36
H 0.6950 1.4573 -1.5136 0.18
H -0.6654 0.6620 -2.2458 0.16
H -0.2823 -1.0180 -0.4109 0.37
H 0.7259 0.0774 0.2495 0.37
O -2.0005 2.1766 0.1441 -0.96
H -1.9293 2.4726 -0.7488 0.45
H -1.4473 1.3883 0.1395 0.49
O 0.8604 -1.9804 3.8123 -0.93
H 1.7409 -2.3490 3.9869 0.46
H 0.3033 -2.7481 4.0482 0.47
```

Entry 6:
Entry from the OMol25 dataset: 2 unconnected molecules or ions with the total composition C2H5NO2 at a distorted geometry (ωB97M-V/def2-TZVPD).

Calculated values
multiplicity = 3
LUMO energy (spin up / spin down) = 1.017 / -1.866 eV
<S²> = 2.007

XYZ file:
```
10
Properties=species:S:1:pos:R:3:nbo_charge:R:1
C -0.4439 0.4121 -0.1180 0.57
C -1.6742 -0.4152 -0.0290 -0.75
N 2.3948 -0.0725 0.1581 -0.43
O -0.1230 1.5441 -0.2535 -0.52
O 1.1046 -0.7114 0.0619 -0.27
H -2.0435 -0.6148 -1.0138 0.26
H -1.4651 -1.2359 0.5699 0.24
H -2.4385 0.0456 0.5284 0.21
H 2.1474 0.6421 0.7949 0.35
H 2.5416 0.4060 -0.6990 0.35
```

Calculated energy relative to the best compared isomer or geometry (same formula, charge and spin) in order - 112.2; 456.0; 500.9; 225.5; 31.2; 150.7 kJ/mol
Calculated E_tot in order - -695.2604; -441.5063; -357.5818; -342.1926; -304.0709; -284.1918 hartree